Entry w
The following is a quantum chemistry calculation of a cluster of 2 separate species, C2H8N2O in total, from the Open Molecules 2025 dataset.

The value obtained for the HOMO-LUMO gap is 9.472 eV. As for the SMILES: [H]/N=C/NC.O. The LUMO energy comes out at 0.72 eV. The value obtained for the HOMO energy is -8.754 eV.

```
! wB97M-V def2-TZVPD RIJCOSX def2/J DEFGRID3
* xyz 0 1
H -1.97 0.08 3.04
N -1.59 -0.13 2.14
C -1.38 0.70 1.21
N -0.66 0.40 0.11
C -0.85 1.13 -1.15
H -1.83 1.69 1.27
H -0.20 -0.49 0.03
H 0.03 0.91 -1.76
H -1.84 0.90 -1.54
H -0.97 2.20 -0.96
O 3.89 -2.12 -0.73
H 4.19 -2.96 -0.35
H 3.16 -2.32 -1.32
*
```

Entry x
The following is a quantum chemistry calculation of a cluster of 2 separate species, C2H8N2O in total, from the Open Molecules 2025 dataset.

The value obtained for the HOMO-LUMO gap is 9.082 eV. As for the SMILES: C=O.NCN. The LUMO energy comes out at 0.30 eV. The value obtained for the HOMO energy is -8.784 eV.

```
! wB97M-V def2-TZVPD RIJCOSX def2/J DEFGRID3
* xyz 0 1
C -1.61 1.39 -0.75
O -2.15 0.47 -0.21
H -0.73 1.43 -1.40
H -1.62 2.40 -0.24
N 1.26 -0.81 -0.91
C 1.53 -0.16 0.38
N 0.71 -0.73 1.47
H 1.43 -1.81 -0.78
H 0.26 -0.55 -1.27
H 2.59 -0.19 0.63
H 1.24 0.87 0.19
H -0.20 -0.84 1.04
H 0.90 -1.67 1.82
*
```

Relative energies in eV: entry w 0.000; entry x 1.018

Entry w
The following is a quantum chemistry calculation of a structure of composition C2H8N2O, from the Open Molecules 2025 dataset.

The value obtained for the HOMO-LUMO gap is 10.056 eV. The LUMO energy comes out at 1.05 eV. The value obtained for the HOMO energy is -9.002 eV.

```
! wB97M-V def2-TZVPD RIJCOSX def2/J DEFGRID3
* xyz 0 1
C -0.06 -0.95 -0.53
C 0.70 -0.58 1.18
N -0.18 1.39 -0.50
N 0.05 0.24 -1.25
O -1.59 1.43 -0.20
H -1.95 2.01 -0.88
H 0.21 0.99 0.52
H 0.93 0.35 -1.74
H 0.44 -1.78 -1.01
H -1.09 -1.11 -0.20
H 0.01 -0.19 1.93
H 0.83 -1.62 1.45
H 1.72 -0.18 1.24
*
```

Entry x
The following is a quantum chemistry calculation of a cluster of 2 separate species, C2H8N2O in total, from the Open Molecules 2025 dataset.

The value obtained for the HOMO-LUMO gap is 10.570 eV. As for the SMILES: NC=O.CN. The LUMO energy comes out at 0.55 eV. The value obtained for the HOMO energy is -10.022 eV.

```
! wB97M-V def2-TZVPD RIJCOSX def2/J DEFGRID3
* xyz 0 1
N 0.72 -0.86 -0.78
C 0.01 -2.01 -0.88
O 0.29 -2.93 -1.59
H 0.24 -0.14 -0.30
H 1.43 -0.75 -1.49
H -0.99 -2.04 -0.39
C -0.77 2.82 0.88
N -0.15 2.26 2.10
H -0.10 3.49 0.34
H -1.23 2.08 0.23
H -1.55 3.48 1.28
H -0.69 1.46 2.43
H 0.69 1.74 1.82
*
```

Entry y
The following is a quantum chemistry calculation of a cluster of 2 separate species, C2H8N2O in total, from the Open Molecules 2025 dataset.

The value obtained for the HOMO-LUMO gap is 5.815 eV. The LUMO energy comes out at -2.77 eV. The value obtained for the HOMO energy is -8.585 eV.

```
! wB97M-V def2-TZVPD RIJCOSX def2/J DEFGRID3
* xyz 0 1
C -0.70 -0.09 -1.11
N -0.59 1.25 -0.72
C 0.20 1.35 0.42
N 0.33 0.19 1.24
H -1.08 -0.27 -2.11
H -1.26 -0.74 -0.42
H 0.29 -0.62 -1.15
H 1.19 1.62 0.01
H -0.21 2.11 1.10
H 1.05 -2.85 0.06
H 0.45 0.35 2.22
H 0.30 -0.76 0.76
O 0.55 -2.05 -0.06
*
```

Relative energies in eV: entry w 3.940; entry x 0.000; entry y 5.606

Entry w
The following is a quantum chemistry calculation of a structure of composition C41H37Cl5P2Sn, from the Open Molecules 2025 dataset.

The value obtained for the HOMO-LUMO gap (alpha / beta) is 4.279 / 4.235 eV. The LUMO energy (alpha / beta) comes out at -1.07 / -1.10 eV. The value obtained for the HOMO energy (alpha / beta) is -5.351 / -5.331 eV.

```
! wB97M-V def2-TZVPD RIJCOSX def2/J DEFGRID3
* xyz 0 1
Sn 0.19 3.17 -2.57
C -1.46 1.89 -2.63
C -0.98 0.54 -2.36
C 0.34 -0.08 -2.68
C 1.01 0.47 -4.01
C 1.23 1.97 -3.97
C 0.42 2.91 -4.68
C -1.01 2.63 -5.16
C -1.99 2.00 -4.12
C 2.22 0.48 2.81
H -2.26 2.17 -1.91
H -1.77 -0.20 -2.62
H 0.22 -1.21 -2.76
H 1.02 -0.04 -1.78
H 2.02 0.01 -4.10
H 0.39 0.18 -4.90
H 2.27 2.25 -3.79
H 0.89 3.81 -5.11
H -1.02 2.03 -6.10
H -1.42 3.63 -5.42
H -2.93 2.60 -4.10
H -2.28 1.00 -4.50
H 0.92 0.51 3.24
H 2.61 1.50 2.81
H 2.75 -0.13 3.54
P -1.73 -0.82 -0.35
P 2.43 -0.23 1.20
C -0.30 -0.37 0.65
C 0.91 -1.00 0.60
C -2.20 -2.52 -0.08
C -2.18 -3.40 -1.19
C -2.62 -4.71 -1.01
C -3.03 -5.14 0.27
C -3.03 -4.26 1.37
C -2.61 -2.94 1.19
C -3.14 0.18 0.25
C -2.90 1.45 0.77
C -3.94 2.26 1.22
C -5.27 1.86 1.05
C -5.53 0.58 0.54
C -4.48 -0.26 0.16
C 3.72 -1.50 1.26
C 3.34 -2.84 1.48
C 4.32 -3.83 1.65
C 5.67 -3.49 1.62
C 6.06 -2.17 1.38
C 5.09 -1.17 1.22
C 3.03 1.07 0.07
C 2.71 2.42 0.32
C 3.32 3.44 -0.41
C 4.24 3.14 -1.41
C 4.48 1.80 -1.74
C 3.86 0.78 -1.03
H -0.36 0.62 1.13
H 0.97 -2.04 0.24
H -1.85 -3.03 -2.17
H -2.64 -5.40 -1.86
H -3.37 -6.17 0.41
H -3.35 -4.59 2.36
H -2.59 -2.24 2.03
H -1.88 1.84 0.85
H -3.72 3.21 1.70
H -6.09 2.53 1.32
H -6.56 0.25 0.42
H -4.70 -1.26 -0.24
H 2.28 -3.10 1.50
H 4.01 -4.86 1.80
H 6.43 -4.27 1.77
H 7.11 -1.91 1.32
H 5.40 -0.14 1.05
H 1.99 2.67 1.11
H 3.07 4.48 -0.19
H 4.74 3.94 -1.96
H 5.17 1.55 -2.55
H 4.03 -0.26 -1.31
Cl -0.08 -2.18 3.64
C -0.86 -0.67 3.99
C -0.22 0.51 3.67
C -0.93 1.69 3.75
Cl -0.35 3.08 2.91
C -2.16 1.75 4.45
Cl -2.96 3.26 4.69
C -2.76 0.55 4.89
Cl -4.21 0.59 5.78
C -2.16 -0.67 4.56
Cl -3.01 -2.14 4.78
*
```

Entry x
The following is a quantum chemistry calculation of a structure of composition C41H37Cl5P2Sn, from the Open Molecules 2025 dataset.

The value obtained for the HOMO-LUMO gap (alpha / beta) is 5.159 / 5.815 eV. The LUMO energy (alpha / beta) comes out at -1.01 / -0.74 eV. The value obtained for the HOMO energy (alpha / beta) is -6.167 / -6.560 eV.

```
! wB97M-V def2-TZVPD RIJCOSX def2/J DEFGRID3
* xyz 0 1
Sn 1.43 0.23 1.98
C 2.97 1.47 1.11
C 2.61 1.24 -0.37
C 3.24 0.00 -1.05
C 3.54 -1.24 -0.19
C 2.73 -1.42 1.09
C 3.19 -1.22 2.43
C 4.00 -0.01 2.87
C 4.29 1.04 1.76
C -2.48 -1.88 0.29
H 2.66 2.48 1.43
H 2.88 2.12 -0.98
H 4.23 0.30 -1.47
H 2.62 -0.29 -1.91
H 3.31 -2.13 -0.81
H 4.62 -1.31 -0.02
H 1.85 -2.08 0.91
H 2.89 -1.97 3.20
H 4.89 -0.28 3.46
H 3.40 0.51 3.64
H 4.69 1.96 2.23
H 5.07 0.69 1.07
H -2.14 -0.98 0.81
H -3.04 -2.56 0.94
H -3.18 -1.52 -0.46
P 0.63 1.65 -0.63
P -1.08 -2.69 -0.49
C -0.11 0.03 -1.31
C 0.01 -1.34 -1.14
C 0.23 2.69 -2.08
C 0.89 2.70 -3.33
C 0.36 3.43 -4.41
C -0.83 4.16 -4.27
C -1.49 4.15 -3.05
C -0.96 3.45 -1.98
C 0.44 3.25 0.75
C 0.38 3.20 2.16
C -0.06 4.28 2.96
C 0.05 5.59 2.47
C 0.40 5.74 1.13
C 0.53 4.60 0.28
C -1.71 -3.98 -1.58
C -2.37 -3.53 -2.73
C -3.00 -4.44 -3.59
C -2.97 -5.82 -3.33
C -2.29 -6.25 -2.19
C -1.67 -5.36 -1.31
C -0.17 -3.59 0.80
C -0.43 -3.38 2.16
C 0.36 -4.01 3.12
C 1.43 -4.83 2.77
C 1.68 -5.05 1.42
C 0.87 -4.47 0.44
H -0.51 0.25 -2.31
H 0.94 -1.80 -1.62
H 1.82 2.13 -3.47
H 0.87 3.43 -5.38
H -1.20 4.77 -5.10
H -2.42 4.71 -2.92
H -1.46 3.51 -1.01
H 0.73 2.31 2.74
H -0.43 4.11 3.98
H -0.10 6.47 3.13
H 0.58 6.74 0.72
H 0.71 4.82 -0.78
H -2.35 -2.46 -2.96
H -3.48 -4.08 -4.49
H -3.42 -6.53 -4.04
H -2.21 -7.32 -2.01
H -1.15 -5.74 -0.44
H -1.26 -2.75 2.48
H 0.14 -3.82 4.16
H 2.07 -5.29 3.55
H 2.52 -5.68 1.13
H 1.04 -4.74 -0.61
Cl -3.08 0.69 -1.94
C -3.26 1.41 -0.37
C -2.56 1.02 0.73
C -2.74 1.50 1.99
Cl -1.78 0.99 3.32
C -3.78 2.46 2.19
Cl -4.09 3.06 3.76
C -4.52 2.91 1.08
Cl -5.80 4.02 1.29
C -4.22 2.44 -0.22
Cl -4.97 3.11 -1.61
*
```

Relative energies in eV: entry w 0.000; entry x 2.323

Entry w
The following is a quantum chemistry calculation of the molecule C25H25N3O7S, from the Open Molecules 2025 dataset.

The value obtained for the HOMO-LUMO gap is 7.443 eV. As for the SMILES: CCc1ccc(NC(=O)[C@@H](C)OC(=O)c2ccc(NS(=O)(=O)c3ccc(C)c([N+](=O)[O-])c3)cc2)cc1. The LUMO energy comes out at -0.96 eV. The value obtained for the HOMO energy is -8.405 eV.

```
! wB97M-V def2-TZVPD RIJCOSX def2/J DEFGRID3
* xyz 0 1
C -7.19 -3.74 -1.13
C -7.04 -3.06 0.23
C -6.00 -1.97 0.16
C -6.36 -0.68 -0.19
C -5.41 0.33 -0.30
C -4.07 0.04 -0.05
N -3.06 1.00 -0.13
C -3.14 2.31 -0.47
O -4.15 2.91 -0.76
C -1.78 3.01 -0.41
C -1.58 3.58 1.00
O -0.75 2.07 -0.74
C 0.44 2.57 -1.12
O 0.70 3.74 -1.14
C 1.38 1.49 -1.50
C 0.97 0.17 -1.68
C 1.90 -0.80 -2.00
C 3.24 -0.47 -2.14
N 4.19 -1.45 -2.40
S 5.72 -1.37 -1.71
O 6.15 -2.73 -1.61
O 6.54 -0.43 -2.41
C 5.38 -0.69 -0.08
C 6.20 0.29 0.43
C 5.93 0.84 1.67
C 4.82 0.45 2.42
C 4.55 1.09 3.74
C 4.00 -0.55 1.87
N 2.79 -1.00 2.52
O 1.95 -1.53 1.81
O 2.67 -0.84 3.71
C 4.29 -1.13 0.64
C 3.65 0.85 -2.00
C 2.73 1.82 -1.68
C -3.71 -1.26 0.30
C -4.66 -2.25 0.40
H -7.50 -3.01 -1.88
H -7.94 -4.52 -1.08
H -6.25 -4.18 -1.44
H -8.00 -2.64 0.53
H -6.74 -3.80 0.97
H -7.39 -0.44 -0.39
H -5.70 1.33 -0.57
H -2.13 0.66 0.06
H -1.77 3.83 -1.13
H -0.65 4.15 1.04
H -2.41 4.24 1.24
H -1.54 2.77 1.73
H -0.07 -0.09 -1.56
H 1.58 -1.83 -2.13
H 3.85 -2.40 -2.47
H 7.04 0.62 -0.16
H 6.57 1.61 2.07
H 3.51 1.42 3.81
H 4.71 0.38 4.54
H 5.21 1.95 3.88
H 3.64 -1.90 0.26
H 4.69 1.10 -2.16
H 3.02 2.86 -1.57
H -2.67 -1.49 0.50
H -4.37 -3.25 0.68
*
```

Entry x
The following is a quantum chemistry calculation of the molecule C25H25N3O7S, from the Open Molecules 2025 dataset.

The value obtained for the HOMO-LUMO gap is 7.433 eV. As for the SMILES: CCc1ccc(NC(=O)[C@@H](C)OC(=O)c2ccc(NS(=O)(=O)c3ccc(C)c([N+](=O)[O-])c3)cc2)cc1. The LUMO energy comes out at -0.86 eV. The value obtained for the HOMO energy is -8.297 eV.

```
! wB97M-V def2-TZVPD RIJCOSX def2/J DEFGRID3
* xyz 0 1
C 2.55 5.00 5.35
C 1.61 4.89 4.15
C 1.24 3.46 3.90
C 2.01 2.66 3.06
C 1.70 1.33 2.87
C 0.60 0.76 3.51
N 0.34 -0.59 3.27
C -0.70 -1.34 3.70
O -1.60 -0.97 4.42
C -0.62 -2.80 3.18
C -1.64 -3.68 3.87
O -0.90 -2.83 1.77
C 0.09 -2.64 0.91
O 1.23 -2.35 1.25
C -0.32 -2.83 -0.49
C 0.66 -2.80 -1.49
C 0.33 -2.96 -2.81
C -1.01 -3.14 -3.17
N -1.35 -3.28 -4.51
S -0.48 -2.53 -5.74
O 0.80 -3.15 -5.89
O -1.38 -2.50 -6.85
C -0.24 -0.88 -5.08
C 1.04 -0.37 -4.92
C 1.20 0.89 -4.38
C 0.12 1.67 -3.97
C 0.35 3.01 -3.37
C -1.16 1.12 -4.15
N -2.37 1.81 -3.76
O -2.33 3.02 -3.63
O -3.36 1.14 -3.59
C -1.34 -0.15 -4.70
C -1.99 -3.18 -2.18
C -1.65 -3.03 -0.85
C -0.18 1.55 4.35
C 0.15 2.88 4.53
H 2.82 6.04 5.54
H 3.46 4.43 5.18
H 2.06 4.60 6.24
H 0.71 5.48 4.33
H 2.11 5.30 3.27
H 2.87 3.08 2.56
H 2.30 0.71 2.21
H 1.01 -1.05 2.66
H 0.40 -3.17 3.33
H -2.63 -3.25 3.75
H -1.62 -4.68 3.45
H -1.41 -3.73 4.93
H 1.69 -2.65 -1.19
H 1.08 -2.97 -3.58
H -2.33 -3.38 -4.72
H 1.88 -0.97 -5.23
H 2.20 1.29 -4.25
H -0.21 3.14 -2.45
H 1.41 3.15 -3.18
H 0.01 3.79 -4.05
H -2.33 -0.54 -4.83
H -3.02 -3.33 -2.46
H -2.41 -3.06 -0.09
H -1.03 1.13 4.84
H -0.46 3.49 5.18
*
```

Relative energies in eV: entry w 0.116; entry x 0.000